Computed, not measured: a molecular structure, C21H29N6Se3SnTe2, with ωB97M-V/def2-TZVPD.

Properties
LUMO energy (alpha / beta)   -9.27 / -9.29 eV
Net charge   +3
Spin multiplicity   1

Atoms and positions in Å:
Sn (0.1544, -0.4935, -0.5908)
Se (1.4825, -0.5301, 3.0961)
Se (1.7826, 1.1843, 4.4445)
Te (0.3512, 3.0622, 3.5747)
Se (-0.6726, 2.0890, 1.6765)
N (3.1475, 0.1322, -3.9523)
C (1.9040, -0.1387, -3.5447)
N (1.7891, -0.0727, -2.2293)
C (3.0643, 0.2747, -1.7456)
C (3.5238, 0.4992, -0.4449)
C (4.8460, 0.8598, -0.2964)
C (5.7047, 0.9867, -1.4044)
C (5.2656, 0.7510, -2.6885)
C (3.9259, 0.4042, -2.8314)
H (3.4565, 0.1737, -4.9115)
H (1.1027, -0.3881, -4.2247)
H (2.8770, 0.3910, 0.4186)
H (5.2444, 1.0379, 0.6942)
H (6.7348, 1.2738, -1.2408)
H (5.9355, 0.8204, -3.5363)
N (-0.2820, -5.8052, 3.0144)
C (-0.9468, -4.4563, 2.8448)
C (-0.3104, -3.6675, 1.6972)
N (-1.0212, -2.4156, 1.4180)
H (-0.7174, -6.3483, 3.7640)
H (0.7087, -5.7064, 3.2460)
H (-0.3469, -6.3563, 2.1558)
H (-0.8497, -3.9214, 3.7871)
H (-2.0008, -4.6362, 2.6469)
H (-0.3150, -4.2754, 0.7890)
H (0.7243, -3.4208, 1.9446)
H (-0.9218, -1.7772, 2.2040)
H (-2.0138, -2.6031, 1.3048)
N (-2.1561, 1.6077, -1.5232)
N (-0.7185, 1.5546, -1.6326)
H (-2.5177, 2.4015, -2.0446)
H (-2.3912, 1.7692, -0.5498)
H (-0.2842, 2.3930, -1.2453)
H (-0.5034, 1.5219, -2.6243)
Te (-2.3901, -1.4321, -1.7403)
C (-1.9985, -3.5093, -1.6091)
C (-3.0617, -4.3650, -1.3390)
C (-2.8518, -5.7405, -1.3223)
C (-1.5891, -6.2573, -1.5876)
C (-0.5214, -5.3998, -1.8380)
C (-0.7228, -4.0255, -1.8360)
C (-2.2911, -1.3370, -3.8458)
C (-1.1678, -1.7994, -4.5256)
C (-1.1866, -1.8334, -5.9127)
C (-2.3102, -1.3945, -6.6063)
C (-3.4149, -0.9144, -5.9176)
C (-3.4156, -0.8889, -4.5273)
H (-4.0559, -3.9703, -1.1648)
H (-3.6824, -6.4066, -1.1260)
H (-1.4386, -7.3298, -1.6172)
H (0.4609, -5.8012, -2.0577)
H (0.1145, -3.3638, -2.0329)
H (-0.3000, -2.1606, -3.9865)
H (-0.3304, -2.2185, -6.4537)
H (-2.3232, -1.4345, -7.6879)
H (-4.2874, -0.5720, -6.4589)
H (-4.2886, -0.5379, -3.9912)

***

Computed, not measured: 4 unconnected molecules or ions with the total composition C36H71ClN4O3 at a distorted geometry, with ωB97M-V/def2-TZVPD.

Properties
LUMO energy (alpha / beta)   -3.58 / -3.58 eV
Net charge   +1
Spin multiplicity   4

Atoms and positions in Å:
C (-8.5122, -3.0575, 0.4155)
C (-7.4513, -4.0380, -0.0704)
C (-6.0659, -3.6348, 0.4255)
C (-5.6241, -4.2639, 1.7974)
C (-6.7406, -4.8013, 2.6905)
C (-4.8763, -3.2195, 2.5198)
N (-5.4600, -2.2169, 3.0770)
C (-4.4899, -1.2753, 3.6767)
Cl (-4.2006, -1.5577, 5.3651)
C (-3.3216, -1.5564, 2.7526)
C (-3.4110, -3.0942, 2.6831)
H (-8.4649, -2.8841, 1.4840)
H (-9.5036, -3.3660, 0.1149)
H (-8.3203, -2.1025, -0.0563)
H (-7.4228, -3.9507, -1.1478)
H (-7.6962, -5.0691, 0.1397)
H (-6.0650, -2.5563, 0.5261)
H (-5.3025, -3.8786, -0.2974)
H (-4.9170, -5.0582, 1.6091)
H (-7.3153, -4.0337, 3.1877)
H (-7.4101, -5.4646, 2.1692)
H (-6.2841, -5.3830, 3.4814)
H (-6.4676, -2.1142, 3.0477)
H (-4.8595, -0.2874, 3.4457)
H (-3.5607, -1.1353, 1.7858)
H (-2.3709, -1.1413, 3.0473)
H (-3.0948, -3.5806, 3.5931)
H (-2.9000, -3.4896, 1.8183)
C (-1.5147, 1.4336, -2.4661)
C (-1.2911, 1.6423, -0.9567)
C (-0.0929, 2.5629, -0.7286)
C (1.2487, 1.8856, -0.9960)
C (1.3731, 0.5982, -0.1832)
C (0.2059, -0.3649, -0.4051)
N (-1.1115, 0.3303, -0.2608)
O (-1.4092, 0.4499, 0.9911)
C (0.3340, -1.0205, -1.7953)
C (0.3057, -1.5151, 0.5905)
C (-2.5563, 2.3392, -0.4664)
H (-2.3374, 0.7385, -2.6437)
H (-1.7740, 2.3830, -2.9333)
H (-0.6408, 1.0685, -2.9973)
H (-0.1022, 2.9222, 0.3062)
H (-0.1927, 3.4464, -1.3630)
H (1.3672, 1.6825, -2.0635)
H (2.0586, 2.5655, -0.7263)
H (2.3058, 0.0874, -0.4293)
H (1.4323, 0.8565, 0.8791)
H (-0.5958, -1.5137, -2.0840)
H (1.1162, -1.7784, -1.7778)
H (0.6136, -0.3253, -2.5829)
H (0.3300, -1.1711, 1.6237)
H (1.2245, -2.0736, 0.4244)
H (-0.5339, -2.2077, 0.4754)
H (-3.4290, 1.6906, -0.5710)
H (-2.7272, 3.2337, -1.0628)
H (-2.4800, 2.6508, 0.5739)
C (2.6830, 6.6665, -5.6584)
C (1.3688, 6.6154, -4.8569)
C (0.7638, 8.0159, -4.7494)
C (1.5090, 8.9224, -3.7721)
C (1.6214, 8.2546, -2.4033)
C (2.2484, 6.8604, -2.4637)
N (1.5942, 6.0138, -3.5075)
O (0.4873, 5.5319, -3.0508)
C (3.7643, 6.9833, -2.7222)
C (2.1243, 6.1935, -1.0972)
C (0.4374, 5.7310, -5.6798)
H (3.1490, 5.6812, -5.6989)
H (2.4780, 6.9791, -6.6821)
H (3.4125, 7.3717, -5.2705)
H (-0.2788, 7.9350, -4.4251)
H (0.7439, 8.4738, -5.7400)
H (2.4986, 9.1740, -4.1621)
H (0.9738, 9.8683, -3.6721)
H (2.2102, 8.8807, -1.7300)
H (0.6207, 8.1825, -1.9649)
H (4.1902, 6.0227, -3.0150)
H (4.2734, 7.3048, -1.8142)
H (4.0210, 7.7195, -3.4801)
H (1.0922, 6.1383, -0.7553)
H (2.6794, 6.7717, -0.3601)
H (2.5358, 5.1822, -1.1162)
H (0.8134, 4.7082, -5.7347)
H (0.3724, 6.1226, -6.6940)
H (-0.5723, 5.7050, -5.2744)
C (5.4043, -5.9691, 1.5322)
C (4.9568, -4.5159, 1.7774)
C (5.6097, -3.9717, 3.0489)
C (5.0045, -4.5405, 4.3304)
C (3.4919, -4.3316, 4.3452)
C (2.7960, -4.8877, 3.1013)
N (3.4660, -4.4250, 1.8487)
O (3.0838, -3.2248, 1.5664)
C (2.7592, -6.4285, 3.1721)
C (1.3352, -4.4475, 3.1038)
C (5.4757, -3.7334, 0.5754)
H (4.9058, -6.3839, 0.6552)
H (6.4778, -5.9973, 1.3478)
H (5.2275, -6.6365, 2.3711)
H (5.5084, -2.8817, 3.0689)
H (6.6801, -4.1811, 3.0185)
H (5.2496, -5.6009, 4.4318)
H (5.4481, -4.0436, 5.1948)
H (3.0597, -4.7973, 5.2335)
H (3.2869, -3.2589, 4.4253)
H (2.5001, -6.8585, 2.2037)
H (2.0043, -6.7525, 3.8882)
H (3.6927, -6.8729, 3.5076)
H (1.2301, -3.3645, 3.1542)
H (0.8340, -4.8650, 3.9768)
H (0.8180, -4.8031, 2.2098)
H (4.9922, -4.0612, -0.3459)
H (6.5470, -3.9004, 0.4730)
H (5.3213, -2.6614, 0.6823)

***

Computed, not measured: 2 unconnected molecules or ions with the total composition C3H4OS at a distorted geometry, with ωB97M-V/def2-TZVPD.

Properties
LUMO energy   -0.36 eV
Net charge   0
Spin multiplicity   1

Atoms and positions in Å:
C (0.0130, 0.2825, -2.1799)
C (-1.0106, 0.5933, -1.6533)
C (0.8399, -0.0104, 1.1378)
O (-0.8193, -1.2619, 2.8051)
S (-0.6078, -0.1375, 1.8995)
H (0.9711, 0.0786, -2.5430)
H (-1.8220, 0.8437, -0.9589)
H (0.8416, 0.4575, 0.2673)
H (1.5942, -0.8457, 1.2254)